A molecular structure, C22H16CuN4PS3Sb, computed with ωB97M-V/def2-TZVPD.

Calculated values
ΔE to the lowest compared entry with this formula, charge and spin in kJ/mol: 8.1
HOMO energy in Eh: -0.186
LUMO in hartree: 0.080
Spin multiplicity: 1
Net charge: -1
HOMO-LUMO gap in eV: 7.25

CARTESIAN COORDINATES (ANGSTROEM)
Cu 2.323 0.098 0.663
S 4.137 -0.488 -0.904
Sb 4.629 -1.999 0.743
S 5.056 -0.634 2.737
S 3.052 -1.241 2.486
N 0.033 2.275 -1.219
C -0.961 1.972 -0.310
C -1.938 2.931 -0.020
C -3.005 2.632 0.802
C -3.137 1.364 1.354
C -2.173 0.410 1.080
C -1.074 0.692 0.270
P 0.231 -0.536 -0.050
C -0.346 -2.016 0.856
C -0.200 -2.024 2.244
C -0.575 -3.130 2.987
C -1.089 -4.253 2.352
C -1.230 -4.257 0.973
C -0.864 -3.144 0.227
C -0.053 -0.994 -1.791
C -1.275 -0.795 -2.427
C -1.447 -1.191 -3.745
C -0.399 -1.785 -4.436
C 0.825 -1.973 -3.810
C 1.001 -1.573 -2.494
H 0.910 1.787 -1.092
H 0.175 3.267 -1.355
H -1.828 3.924 -0.439
H -3.739 3.399 1.016
H -3.976 1.122 1.992
H -2.273 -0.580 1.504
H 0.213 -1.155 2.744
H -0.450 -3.119 4.062
H -1.370 -5.124 2.931
H -1.629 -5.129 0.470
H -0.983 -3.158 -0.849
H -2.088 -0.323 -1.888
H -2.398 -1.028 -4.236
H -0.534 -2.087 -5.467
H 1.654 -2.414 -4.350
H 1.969 -1.677 -2.017
N 2.455 2.069 0.968
C 2.334 3.203 1.158
C 2.134 4.582 1.245
C 2.628 5.336 2.331
N 3.029 5.958 3.217
C 1.421 5.186 0.191
N 0.826 5.619 -0.702

A molecular structure, C22H16ErN6O8S2, computed with ωB97M-V/def2-TZVPD.

Calculated values
HOMO energy (spin up / spin down) in Eh: -0.170 / -0.170
LUMO (spin up / spin down) in hartree: 0.084 / 0.084
Spin multiplicity: 4
Net charge: -1
HOMO-LUMO gap (spin up / spin down) in eV: 6.91 / 6.91

CARTESIAN COORDINATES (ANGSTROEM)
Er 0.219 -1.403 -0.759
N -1.366 6.617 2.100
C -0.982 5.351 1.669
C 0.355 5.081 1.377
C 0.745 3.811 1.000
C -0.202 2.802 0.903
C -1.535 3.059 1.191
C -1.924 4.326 1.580
S 0.281 1.207 0.403
O 1.636 0.996 0.849
O -0.706 0.226 0.876
N 0.278 1.019 -1.187
C -0.927 1.006 -1.871
N -1.090 -0.138 -2.582
C -2.240 -0.259 -3.276
C -3.187 0.758 -3.257
C -2.928 1.890 -2.464
N -1.786 2.021 -1.763
H -0.756 7.370 1.816
H -2.338 6.840 1.951
H 1.091 5.867 1.460
H 1.783 3.606 0.793
H -2.262 2.265 1.116
H -2.959 4.521 1.822
H -2.390 -1.192 -3.802
H -4.103 0.671 -3.819
H -3.641 2.701 -2.407
O -2.057 -2.070 -0.597
C -1.494 -3.190 -0.495
O -0.478 -3.435 -1.230
C -1.774 -4.085 0.659
C -2.892 -4.895 0.714
C -3.108 -5.704 1.821
C -2.196 -5.663 2.868
C -1.095 -4.826 2.818
C -0.848 -4.007 1.716
S 0.528 -2.896 1.673
H -3.590 -4.894 -0.111
H -3.975 -6.350 1.868
H -2.351 -6.282 3.742
H -0.410 -4.790 3.655
O 5.546 0.877 -2.371
C 5.662 0.404 -1.140
O 6.603 0.682 -0.436
C 4.538 -0.418 -0.621
C 4.498 -0.886 0.686
N 3.354 -1.561 0.835
N 2.646 -1.585 -0.307
C 3.348 -0.904 -1.196
C 2.724 -0.802 -2.556
O 3.363 -0.250 -3.459
O 1.574 -1.328 -2.627
H 4.667 0.626 -2.766
H 5.199 -0.767 1.489
H 2.955 -2.022 1.647

A molecular structure, C22H16F3N3OS2, computed with ωB97M-V/def2-TZVPD.

Calculated values
HOMO energy in Eh: -0.279
LUMO in hartree: -0.035
Spin multiplicity: 1
HOMO-LUMO gap in eV: 6.64

CARTESIAN COORDINATES (ANGSTROEM)
C -2.567 -2.469 0.708
C -2.129 -1.083 0.231
C -0.914 -0.367 0.160
C -1.232 0.867 -0.232
C -2.645 0.872 -0.524
N -3.310 -0.233 -0.056
C -4.726 -0.534 0.041
C -5.192 -1.378 -1.065
C -6.590 -1.593 -1.006
C -7.275 -0.882 -0.078
N -6.870 0.309 0.725
C -5.615 0.415 0.582
H -5.118 0.910 1.230
H -8.365 -0.879 0.028
H -6.999 -2.393 -1.659
H -4.599 -2.002 -1.469
C -3.403 2.082 -0.757
H -3.542 2.927 0.075
H -4.345 2.077 -1.168
H -2.978 2.766 -1.540
C -0.422 1.957 -0.501
C 0.862 2.126 -0.152
C 1.973 1.155 0.119
O 1.751 -0.061 0.569
N 3.257 1.782 -0.232
C 3.444 2.942 -0.375
S 4.757 3.581 -0.545
S 1.808 3.731 -0.708
C 4.315 0.793 0.447
C 4.614 -0.425 -0.237
C 5.694 -1.047 -0.028
C 6.564 -0.755 0.851
C 6.426 0.525 1.631
C 5.272 1.135 1.278
H 5.101 2.138 1.804
H 7.139 1.028 2.392
H 7.479 -1.335 1.044
C 5.886 -2.472 -0.372
F 5.221 -2.566 -1.788
F 7.066 -2.617 -0.800
F 5.540 -3.587 0.296
H 3.739 -0.652 -0.814
H -0.942 2.851 -0.675
H -0.175 -1.039 0.435
H -3.617 -2.437 1.173
H -2.634 -3.163 -0.263
H -1.703 -3.000 1.223

A molecular structure, C22H16N6O2PdS, computed with ωB97M-V/def2-TZVPD.

Calculated values
HOMO energy (spin up / spin down) in Eh: -0.248 / -0.267
LUMO (spin up / spin down) in hartree: -0.022 / -0.037
Spin multiplicity: 3
HOMO-LUMO gap (spin up / spin down) in eV: 6.14 / 6.27

CARTESIAN COORDINATES (ANGSTROEM)
Pd 2.091 -16.708 -0.585
O 3.105 -20.204 -2.946
C 2.735 -19.392 -2.124
N 3.441 -18.409 -1.547
C 4.674 -17.990 -1.914
C 5.363 -18.328 -3.105
C 6.578 -17.771 -3.419
C 7.300 -16.932 -2.565
C 6.685 -16.563 -1.401
C 5.366 -17.119 -1.015
N 4.756 -16.730 0.076
C 5.120 -15.893 1.089
O 6.099 -16.011 1.822
C 4.074 -14.735 1.238
C 4.439 -13.730 2.138
C 3.726 -12.587 2.133
C 2.665 -12.497 1.179
C 2.399 -13.548 0.379
N 3.128 -14.712 0.368
C 1.274 -19.519 -1.620
C 0.651 -20.741 -1.819
C -0.675 -20.825 -1.342
C -1.275 -19.731 -0.764
C -0.546 -18.552 -0.628
N 0.686 -18.467 -1.096
H 4.891 -19.001 -3.808
H 7.007 -18.054 -4.369
H 8.262 -16.483 -2.839
H 7.124 -15.986 -0.613
H 5.318 -13.849 2.727
H 3.852 -11.803 2.891
H 2.161 -11.523 1.103
H 1.619 -13.528 -0.395
H 1.148 -21.612 -2.283
H -1.253 -21.750 -1.529
H -2.305 -19.761 -0.382
H -1.026 -17.730 -0.174
S 0.343 -15.138 -1.633
C 1.401 -14.846 -2.875
N 1.493 -13.595 -3.364
C 2.535 -13.220 -4.184
C 3.480 -14.113 -4.568
C 3.294 -15.449 -4.048
N 2.295 -15.781 -3.290
H 0.707 -12.988 -3.165
H 2.578 -12.176 -4.417
H 4.235 -13.794 -5.263
H 4.045 -16.275 -4.405

A molecular structure, C22H17AsAuO5, computed with ωB97M-V/def2-TZVPD.

Calculated values
HOMO energy (spin up / spin down) in Eh: -0.643 / -0.642
LUMO (spin up / spin down) in hartree: -0.376 / -0.505
Spin multiplicity: 3
Net charge: +3
HOMO-LUMO gap (spin up / spin down) in eV: 7.27 / 3.74

CARTESIAN COORDINATES (ANGSTROEM)
Au 0.126 0.447 -3.739
C 0.280 2.627 -4.426
O 0.002 3.724 -4.218
C 0.141 -0.730 -5.443
O 0.052 -1.249 -6.462
C -1.808 0.208 -3.269
O -2.901 0.106 -2.938
C 2.051 -0.004 -3.474
O 3.142 -0.215 -3.203
H -0.024 -2.616 -2.015
H 0.118 -2.765 -2.734
O -0.691 0.245 -1.337
As -0.219 0.162 0.342
C -1.503 -1.031 1.160
C -2.503 -1.506 0.312
C -3.525 -2.313 0.821
C -3.525 -2.652 2.182
C -2.495 -2.205 3.026
C -1.473 -1.395 2.510
C 1.516 -0.716 0.373
C 1.624 -2.039 0.810
C 2.894 -2.630 0.896
C 4.027 -1.915 0.490
C 3.893 -0.626 -0.033
C 2.632 -0.021 -0.100
C -0.275 1.929 1.117
C -1.191 2.207 2.132
C -1.271 3.505 2.650
C -0.405 4.499 2.142
C 0.530 4.203 1.127
C 0.585 2.903 0.612
H -2.468 -1.232 -0.741
H -4.307 -2.668 0.146
H -4.321 -3.283 2.580
H -2.472 -2.483 4.083
H -0.663 -1.043 3.146
H 0.716 -2.578 1.092
H 2.985 -3.629 1.321
H 5.017 -2.354 0.603
H 4.766 -0.052 -0.350
H 2.504 1.004 -0.455
H -1.805 1.399 2.529
H -1.944 3.718 3.492
H -0.380 5.484 2.613
H 1.257 4.951 0.783
H 1.313 2.632 -0.154

For reference, DFT total energy by record: -122010.7516, -97695.1096, -59402.6192, -50422.4676, -97822.4371 eV.